C10H30BrMnO5 | ωB97M-V with the def2-TZVPD basis set

The geometry in XYZ format:
```
47
Properties=species:S:1:pos:R:3
Mn -2.8244 -0.7660 -0.4862
Br -0.3865 -1.6111 -0.2693
C 2.4354 3.0851 -0.5023
C 1.6600 2.4742 -1.6675
O 0.6238 1.6466 -1.1081
H 1.7213 3.6085 0.1365
H 3.1759 3.8355 -0.7901
H 2.9564 2.3280 0.0850
H 2.3386 1.8717 -2.2758
H 1.2836 3.2765 -2.3003
H 1.0811 0.8332 -0.8564
C -2.4875 2.7258 -2.4686
C -2.3258 2.5299 -0.9573
O -1.9469 1.1445 -0.6551
H -1.7731 3.4415 -2.8669
H -3.4935 3.0575 -2.7336
H -2.3757 1.7922 -3.0232
H -3.2224 2.7646 -0.3938
H -1.4553 3.1066 -0.6472
H -0.9812 1.1203 -0.8724
C -2.8402 1.5776 2.8019
C -2.2118 0.2641 2.3733
O -3.1851 -0.5578 1.5977
H -3.1705 2.2084 1.9807
H -1.9907 2.1098 3.2410
H -3.6178 1.3706 3.5329
H -1.9555 -0.3076 3.2664
H -1.3571 0.2764 1.7067
H -3.9336 -0.6606 2.2023
C 3.1366 -2.6764 -4.0653
C 2.7540 -2.0547 -2.7224
O 1.8609 -0.9687 -2.9526
H 3.3289 -1.8884 -4.7927
H 2.2315 -3.1660 -4.4417
H 3.9193 -3.4268 -3.9899
H 3.6625 -1.6356 -2.2727
H 2.3978 -2.8769 -2.0969
H 1.1183 -1.0871 -2.3490
C 0.4960 -2.8044 4.3817
C 1.0934 -3.5279 3.1892
O -0.0162 -3.8676 2.3147
H 1.2422 -2.3922 5.0659
H -0.1005 -3.4755 4.9989
H -0.1608 -2.0215 4.0021
H 1.5296 -4.4909 3.4522
H 1.8374 -2.9953 2.5965
H -0.0724 -3.1900 1.6321
```

The calculation puts the HOMO energy (alpha / beta) at -12.207 / -12.207 eV. The calculation puts the LUMO energy (alpha / beta) at -0.1924 / -0.1949 Eh. Its spin multiplicity is 6. Its charge is +1. For the gap between HOMO and LUMO (alpha / beta), the calculation gives 6.97 / 6.90 eV. The molar mass is 365.19 g mol⁻¹. Its expectation value of S² is 8.75.

Here are the Mulliken charges for atoms 1 to 4, given in e:
1 Mn 0.82
2 Br -0.49
3 C -1.06
4 C -0.32



C10H30ClO5S | ωB97M-V with the def2-TZVPD basis set

The geometry in XYZ format:
```
47
Properties=species:S:1:pos:R:3
Cl 9.7890 19.4160 29.5160
C 5.1210 21.1180 27.9830
C 6.5130 20.4500 28.3800
O 7.4310 21.3970 28.8820
H 4.7420 21.6180 28.9220
H 4.3840 20.2960 27.5830
H 5.2600 21.7890 27.0970
H 7.1200 20.1890 27.4780
H 6.3770 19.5290 28.8990
H 8.1250 20.7830 29.0420
C 11.2260 19.7520 34.9270
C 11.1750 19.8770 33.3540
O 9.9740 19.3330 32.8990
H 12.1540 20.1590 35.2910
H 11.1160 18.6720 35.3360
H 10.7010 20.5750 35.3080
H 11.9690 19.3900 33.0110
H 11.3680 21.0150 33.2110
H 10.1000 19.1480 31.9620
C 11.0630 21.2430 24.5670
C 10.2890 20.8680 25.8520
O 11.1250 20.3410 26.8190
H 10.4050 21.7570 23.9080
H 11.5440 20.4250 23.9880
H 11.6400 22.1630 24.8570
H 9.5680 20.0690 25.8410
H 9.9760 21.8690 26.3170
H 10.5770 19.8150 27.4140
C 11.3090 15.4290 32.1030
C 10.5170 16.1210 31.1130
O 11.3770 16.3390 29.9880
H 11.9370 16.0910 32.6780
H 11.7370 14.6610 31.6800
H 10.5370 15.1340 32.7740
H 10.0520 17.0350 31.3560
H 9.8440 15.4330 30.7090
H 11.0020 17.0660 29.6620
C 13.4800 19.1180 29.6050
S 15.1460 19.3230 28.9210
O 16.2650 19.0650 29.9450
C 15.0320 17.8220 28.0120
H 13.2020 20.1520 30.1560
H 13.6070 18.2200 30.2160
H 12.6420 19.1880 28.9490
H 15.0690 17.1910 28.6620
H 15.5440 17.9030 27.0840
H 14.0100 17.6420 27.6290
```

The calculation puts the HOMO energy at -6.150 eV. The calculation puts the LUMO energy at 0.1094 Eh. Its charge is -1. For the gap between HOMO and LUMO, the calculation gives 9.13 eV. The molar mass is 297.86 g mol⁻¹.

Here are the Mulliken charges for atoms 1 to 4, given in e:
1 Cl -0.84
2 C -0.95
3 C -0.01
4 O -0.44



C10H30ClO9S5 | ωB97M-V with the def2-TZVPD basis set

The geometry in XYZ format:
```
55
Properties=species:S:1:pos:R:3
Cl 0.7124 0.7102 2.2495
O 0.3386 0.9227 3.6258
O 0.5190 1.9978 1.5955
O 2.0857 0.3851 2.0461
O -0.1904 -0.2760 1.7032
C 0.9949 0.8978 -1.5921
S -0.5946 1.4668 -2.2631
O -0.9153 0.6033 -3.4712
C -1.6491 0.9007 -0.9162
H 1.0151 -0.1545 -1.2904
H 1.3441 1.4430 -0.7156
H 1.7061 0.9732 -2.4159
H -1.3403 1.4611 -0.0312
H -1.5103 -0.1695 -0.7839
H -2.7129 1.0924 -1.0557
C 2.3948 -2.4919 0.9162
S 2.1500 -4.2786 1.1089
O 0.6672 -4.5272 1.1103
C 2.7880 -4.9211 -0.4680
H 2.8848 -2.1332 1.8122
H 1.4192 -2.0269 0.7653
H 2.9076 -2.2592 -0.0195
H 2.3110 -4.5419 -1.3715
H 2.6448 -5.9982 -0.4047
H 3.8597 -4.7179 -0.5228
C -1.9564 -2.6210 -2.5965
S -3.0468 -2.6811 -1.1842
O -3.6711 -4.0510 -1.1839
C -1.7106 -2.7235 0.0945
H -2.4943 -2.7740 -3.5295
H -1.2225 -3.4300 -2.5197
H -1.3801 -1.6932 -2.6165
H -1.8979 -1.9385 0.8279
H -0.7301 -2.4487 -0.2999
H -1.6662 -3.7261 0.5039
C -5.5293 3.0634 1.1463
S -5.1005 1.3402 1.6087
O -4.9181 0.5039 0.3814
C -3.3719 1.6696 2.1556
H -6.2678 2.9365 0.3593
H -4.6172 3.5841 0.8563
H -5.9324 3.6212 1.9910
H -3.4375 2.0831 3.1559
H -3.0715 2.3188 1.3409
H -2.9696 0.6651 2.0622
C 3.1695 3.6319 0.6790
S 4.6463 4.1322 -0.2459
O 5.7408 4.0079 0.7889
C 4.7110 2.6830 -1.3185
H 2.3103 3.3259 0.0762
H 2.8793 4.3483 1.4371
H 3.4169 2.6609 1.1197
H 3.9486 2.6535 -2.0993
H 4.7084 1.7903 -0.6936
H 5.6307 2.7091 -1.9081
```

The calculation puts the HOMO energy at -6.044 eV. The calculation puts the LUMO energy at 0.0861 Eh. Its charge is -1. For the gap between HOMO and LUMO, the calculation gives 8.39 eV. The molar mass is 490.13 g mol⁻¹.

Here are the Mulliken charges for atoms 1 to 4, given in e:
1 Cl 1.74
2 O -0.75
3 O -0.70
4 O -0.65



Q: Which DFT total energy values were calculated for the entries above? A: -122450.491, -44448.516, -95973.297, in eV.
Q: Which energy above the lowest of the compared OMol25 structures with the same formula, charge and spin values were calculated for the entries above? A: 56.4, 3.7, 0.0, in kcal/mol.